Entry 1:
C58H140O29 | ωB97M-V/def2-TZVPD

Output
Kohn-Sham gap in eV: 9.85
Energy relative to the best compared isomer or geometry (same formula, charge and spin) in kcal/mol: 23.72
LUMO energy in eV: 0.547
HOMO level in hartree: -0.34179

Last column: Löwdin charge in e.
Positions of all 227 atoms, in Å:
C -17.2000 -30.9880 -23.8336  -0.16
O -16.1306 -30.1428 -24.0443  -0.16
C -15.6597 -29.5744 -22.7816  -0.14
C -14.6246 -28.4846 -23.0835  -0.22
O -15.1826 -27.3792 -23.6429  -0.11
C -14.4025 -26.2138 -23.7060  -0.18
C -15.4421 -25.1130 -23.8285  -0.16
O -16.1758 -25.1047 -22.5877  -0.22
C -15.7136 -24.0053 -21.7007  -0.05
H -17.3211 -31.6533 -24.6519  0.07
H -18.1847 -30.5130 -23.8081  0.09
H -17.0894 -31.7175 -23.0055  0.10
H -15.2626 -30.3819 -22.1821  0.12
H -16.4428 -29.0613 -22.3050  0.10
H -13.7833 -28.8562 -23.7059  0.14
H -14.2055 -28.2581 -22.1483  0.09
H -13.7296 -26.1783 -24.5632  0.13
H -13.8796 -26.1229 -22.7743  0.08
H -16.1873 -25.3515 -24.6030  0.13
H -14.9254 -24.1106 -23.9865  0.13
H -16.0631 -23.0766 -22.0991  0.07
H -14.6364 -23.9838 -21.7737  0.07
H -16.0528 -24.2283 -20.6826  0.08
C -18.6996 -23.2516 -20.7751  -0.08
O -18.2917 -24.3031 -19.8659  -0.19
C -18.7181 -25.5536 -20.3428  -0.22
C -18.5319 -26.5577 -19.2465  -0.23
O -17.2869 -26.6003 -18.6763  -0.11
C -16.3099 -27.2211 -19.5676  -0.13
C -15.0023 -27.4121 -18.8005  -0.23
O -14.3516 -26.2170 -18.5138  -0.21
C -13.3946 -26.3630 -17.4467  -0.05
H -18.2001 -22.3332 -20.4884  0.07
H -19.7565 -23.1214 -20.8952  0.08
H -18.3915 -23.5129 -21.8139  0.09
H -18.1528 -25.7710 -21.2320  0.11
H -19.7428 -25.5030 -20.6438  0.12
H -18.8356 -27.5026 -19.6592  0.12
H -19.2001 -26.3034 -18.4297  0.13
H -16.2409 -26.6484 -20.4769  0.10
H -16.6665 -28.2932 -19.7690  0.15
H -14.3820 -28.1546 -19.3377  0.12
H -15.2514 -27.9877 -17.9414  0.11
H -12.7262 -25.4991 -17.5600  0.06
H -12.8895 -27.3268 -17.6437  0.10
H -13.9317 -26.3778 -16.4847  0.10
C -14.2546 -19.9377 -22.4961  -0.09
O -13.8520 -19.4556 -21.2363  -0.18
C -13.5488 -20.4316 -20.2863  -0.20
C -12.1917 -20.1513 -19.7817  -0.20
O -11.3133 -20.0780 -20.8867  -0.15
C -9.9058 -19.9499 -20.4196  -0.09
C -9.0038 -20.0208 -21.6711  -0.22
O -8.9906 -18.9137 -22.5169  -0.19
C -10.1785 -18.8185 -23.3504  -0.05
H -13.6912 -20.7534 -22.8816  0.07
H -14.1208 -19.0837 -23.1771  0.08
H -15.2720 -20.2803 -22.5380  0.07
H -13.6003 -21.4198 -20.7710  0.12
H -14.3591 -20.4608 -19.5718  0.11
H -11.7881 -20.9558 -19.1944  0.10
H -12.1363 -19.2790 -19.0924  0.12
H -9.6829 -20.8748 -19.8821  0.11
H -9.8619 -19.0170 -19.9060  0.09
H -9.3270 -20.9291 -22.2463  0.12
H -7.9708 -20.1851 -21.3872  0.12
H -9.9214 -18.0088 -24.0118  0.06
H -11.0220 -18.7417 -22.6620  0.08
H -10.3598 -19.7170 -23.9522  0.08
C -9.6518 -15.1866 -26.1024  -0.13
O -11.0104 -15.4147 -26.2009  -0.17
C -11.5461 -16.5449 -25.5679  -0.19
C -13.0489 -16.7330 -26.0870  -0.13
O -14.0059 -15.7705 -25.6433  -0.10
C -14.6437 -16.2085 -24.4942  -0.22
C -15.7981 -17.1338 -24.8348  -0.25
O -15.3329 -18.2538 -25.4985  -0.22
C -16.4002 -19.2476 -25.5208  -0.05
H -9.0621 -16.0177 -26.5469  0.10
H -9.3466 -15.0394 -25.0363  0.09
H -9.4371 -14.2805 -26.6421  0.08
H -11.6290 -16.4260 -24.5218  0.08
H -11.0458 -17.4624 -25.7865  0.10
H -13.3869 -17.7330 -25.8618  0.09
H -12.8916 -16.6913 -27.1800  0.14
H -15.0026 -15.2605 -24.0626  0.14
H -13.9792 -16.7042 -23.7648  0.11
H -16.4949 -16.4956 -25.4991  0.16
H -16.3031 -17.3148 -23.8934  0.11
H -17.1878 -18.8977 -26.1723  0.09
H -16.7082 -19.4592 -24.4470  0.10
H -15.9218 -20.1233 -25.9707  0.07
C -17.0258 -19.0222 -14.5448  -0.08
O -18.1374 -18.1660 -14.8293  -0.20
C -17.8033 -16.7468 -14.9536  -0.15
C -17.0145 -16.4431 -16.2494  -0.17
O -15.5832 -16.5698 -16.1296  -0.15
C -14.7726 -16.0819 -17.2145  -0.17
C -14.9996 -16.5588 -18.6216  -0.24
O -16.1710 -16.1042 -19.1651  -0.18
C -16.2342 -16.0518 -20.5603  -0.09
H -16.8100 -18.9492 -13.5117  0.07
H -16.1983 -18.7743 -15.1809  0.07
H -17.4066 -20.0141 -14.7338  0.07
H -17.2783 -16.4350 -14.0668  0.11
H -18.7563 -16.2309 -14.9863  0.12
H -17.3772 -15.4388 -16.6101  0.14
H -17.4368 -17.1437 -16.9223  0.09
H -13.7402 -16.4094 -16.9613  0.12
H -14.7491 -15.0119 -17.2776  0.12
H -14.9657 -17.6840 -18.6191  0.14
H -14.1391 -16.1970 -19.1900  0.12
H -15.5045 -16.6600 -20.9721  0.04
H -15.9699 -15.0318 -20.9228  0.11
H -17.2145 -16.3763 -20.8509  0.08
C -14.0901 -17.0696 -12.0083  -0.10
O -13.1771 -17.9688 -12.6068  -0.17
C -12.7644 -17.5017 -13.9074  -0.18
C -11.7205 -18.4095 -14.5617  -0.19
O -12.2871 -19.5591 -15.1587  -0.19
C -12.8814 -19.2683 -16.4484  -0.06
H -13.7084 -16.0947 -12.1716  0.07
H -14.2746 -17.3122 -10.9529  0.10
H -15.0438 -17.1543 -12.5250  0.07
H -12.2827 -16.4911 -13.8402  0.14
H -13.5754 -17.4501 -14.5973  0.08
H -11.0201 -18.7365 -13.8091  0.13
H -11.2765 -17.8422 -15.3368  0.10
H -13.6347 -18.4504 -16.3131  0.06
H -13.3067 -20.1793 -16.9237  0.10
H -12.0137 -18.8385 -16.9903  0.08
C -8.4236 -18.0663 -17.7291  -0.12
O -9.4239 -17.2484 -18.3087  -0.19
C -8.9334 -16.5789 -19.4728  -0.21
C -10.1183 -15.8388 -20.1231  -0.15
O -11.0752 -16.8245 -20.5669  -0.19
C -12.0194 -16.2215 -21.4249  -0.11
H -8.7160 -18.9686 -17.1406  0.09
H -7.8330 -17.4596 -17.0285  0.08
H -7.6328 -18.3507 -18.4924  0.10
H -8.5355 -17.2776 -20.1261  0.07
H -8.1083 -15.8682 -19.2608  0.12
H -9.5707 -15.4301 -21.0777  0.15
H -10.6199 -15.1167 -19.4844  0.12
H -12.9197 -16.8420 -21.4250  0.07
H -11.6753 -16.0852 -22.4130  0.05
H -12.3083 -15.2029 -20.9780  0.11
C -3.9591 -16.6787 -24.3263  -0.10
O -4.9489 -15.9397 -23.6514  -0.19
C -6.0774 -16.6950 -23.3732  -0.23
C -6.9204 -16.1326 -22.2322  -0.24
O -6.3430 -16.3733 -20.9951  -0.20
C -5.7612 -15.2475 -20.3812  -0.11
H -4.4549 -17.0611 -25.2368  0.09
H -3.5845 -17.5200 -23.7040  0.10
H -3.2384 -15.9176 -24.5544  0.08
H -5.7741 -17.6493 -22.9865  0.12
H -6.7436 -16.7439 -24.2643  0.14
H -7.9283 -16.6046 -22.2200  0.10
H -7.2106 -15.0335 -22.4645  0.16
H -5.1155 -15.4767 -19.5253  0.09
H -6.5550 -14.4980 -19.9996  0.10
H -5.2445 -14.6572 -21.1293  0.08
C -11.8890 -26.1329 -21.1762  -0.07
O -11.2351 -25.3345 -20.1774  -0.18
C -12.0280 -24.2479 -19.8112  -0.24
C -11.3027 -23.7399 -18.5957  -0.20
O -10.0250 -23.0947 -18.8902  -0.20
C -9.3094 -22.9481 -17.6816  -0.14
H -11.3686 -27.0501 -21.2096  0.08
H -11.7631 -25.5820 -22.1038  0.09
H -12.9143 -26.3888 -20.8920  0.07
H -13.0674 -24.5597 -19.5524  0.10
H -12.0636 -23.5005 -20.6304  0.13
H -11.0527 -24.7053 -18.0605  0.12
H -11.9169 -23.0973 -17.9365  0.13
H -8.3432 -22.5661 -18.0094  0.08
H -9.1365 -23.9740 -17.0274  0.14
H -9.8016 -22.2502 -16.9905  0.08
C -6.8587 -21.8269 -23.6612  -0.10
O -6.7034 -23.0345 -24.3789  -0.18
C -7.5269 -24.0632 -23.8606  -0.22
C -7.2651 -25.3130 -24.6522  -0.23
O -7.5002 -25.0763 -26.0244  -0.19
C -6.7421 -25.9608 -26.8501  -0.10
H -7.8199 -21.2978 -23.8674  0.09
H -6.0249 -21.2621 -24.0353  0.08
H -6.7217 -22.0523 -22.5649  0.10
H -8.5993 -23.8545 -23.9400  0.12
H -7.3251 -24.2540 -22.8001  0.13
H -7.8021 -26.1600 -24.2579  0.12
H -6.1863 -25.5540 -24.5204  0.13
H -7.1694 -25.8817 -27.8737  0.10
H -6.7887 -26.9811 -26.5025  0.08
H -5.6918 -25.6267 -26.9197  0.09
C -15.4128 -23.2847 -17.7859  -0.09
O -15.7486 -21.9400 -18.0384  -0.16
C -16.9536 -21.5625 -17.4480  -0.21
C -17.3419 -20.2686 -17.9952  -0.25
O -18.0381 -20.3766 -19.1753  -0.17
C -18.2428 -19.1331 -19.8027  -0.09
H -16.1754 -23.9199 -18.1233  0.06
H -15.2659 -23.5321 -16.7059  0.11
H -14.5139 -23.6065 -18.2192  0.04
H -16.8926 -21.5039 -16.3477  0.12
H -17.7720 -22.2699 -17.6799  0.15
H -16.4971 -19.6239 -18.0481  0.11
H -18.0373 -19.8049 -17.2991  0.13
H -18.7109 -18.4261 -19.0832  0.10
H -18.8245 -19.1720 -20.7219  0.09
H -17.2722 -18.6995 -20.0865  0.08
C -13.3508 -21.8173 -28.5966  -0.14
O -13.2106 -20.8595 -27.6461  -0.18
C -13.2486 -21.1223 -26.2469  -0.17
C -12.1019 -21.9925 -25.7771  -0.22
O -12.3659 -23.3349 -26.0728  -0.19
C -11.2971 -24.1207 -25.7509  -0.15
H -14.0965 -22.5249 -28.3320  0.08
H -12.4048 -22.3214 -28.8397  0.10
H -13.6205 -21.3518 -29.5079  0.08
H -14.2275 -21.6105 -26.0965  0.12
H -13.2530 -20.1292 -25.7792  0.11
H -11.9871 -21.9431 -24.6309  0.14
H -11.1616 -21.5768 -26.1706  0.13
H -11.4860 -25.2238 -25.9790  0.12
H -11.0817 -24.0881 -24.7096  0.06
H -10.4060 -23.7921 -26.3079  0.10

Entry 2:
C33H24CrNO3 | ωB97M-V/def2-TZVPD

Output
2S+1: 4
Kohn-Sham gap (spin up / spin down) in eV: 5.58 / 3.15
Energy relative to the best compared isomer or geometry (same formula, charge and spin) in kcal/mol: 44.86
LUMO energy (spin up / spin down) in eV: -5.841 / -10.024
<S²>: 3.8288
Net charge: +2
HOMO level (spin up / spin down) in hartree: -0.41970 / -0.48425

Last column: Löwdin charge in e.
Positions of all 62 atoms, in Å:
C -0.0369 2.5921 2.4567  0.02
C -0.6935 1.2484 2.4453  -0.12
C -2.0888 1.2076 2.4752  0.06
C -2.7943 0.0024 2.4805  0.02
C -2.0542 -1.1816 2.4759  0.07
C -0.6584 -1.1806 2.4464  -0.12
C 0.0404 -2.5031 2.4580  0.01
C 0.0322 0.0443 2.3902  -0.14
N 1.4188 0.0583 2.2602  0.04
C 2.6070 0.0388 2.1552  0.23
H 1.0477 2.5496 2.4612  0.08
H -0.3526 3.1776 1.5829  0.12
H -0.3572 3.1646 3.3382  0.12
H -2.6329 2.1523 2.4898  0.15
H -3.8935 -0.0137 2.4899  0.14
H -2.5692 -2.1423 2.4909  0.15
H 1.1234 -2.4291 2.4636  0.08
H -0.2638 -3.0854 3.3388  0.12
H -0.2572 -3.0978 1.5838  0.12
O 11.0115 -4.8794 2.6817  0.20
C 9.8633 -4.8968 2.8544  -0.05
Cr 8.0761 -4.6194 3.4826  0.25
C 8.6378 -2.8256 3.5333  -0.09
O 9.1317 -1.7754 3.6512  0.18
C 8.9480 -4.7083 5.1821  -0.05
O 9.6581 -4.6157 6.1028  0.19
C 7.0398 -6.5125 3.2506  -0.08
C 7.3016 -5.9437 1.9898  -0.10
C 6.8986 -4.6217 1.7194  -0.08
C 6.0783 -3.9192 2.6350  -0.24
C 5.5224 -2.6131 2.3860  0.08
C 5.3994 -1.3913 2.3164  -0.01
C 5.4900 -0.0112 2.1029  -0.16
C 5.8480 0.7930 3.2786  -0.16
C 5.7764 0.1995 4.5701  -0.03
C 6.2074 0.8712 5.7145  -0.07
C 6.7012 2.1778 5.6413  -0.06
C 6.7876 2.7833 4.3850  -0.06
C 6.3083 2.1341 3.2507  -0.02
C 5.5521 0.3981 0.6946  -0.17
C 5.1528 -0.5239 -0.3095  -0.04
C 5.2171 -0.2055 -1.6676  -0.07
C 5.6386 1.0582 -2.0905  -0.06
C 6.0887 1.9648 -1.1294  -0.06
C 6.0543 1.6353 0.2232  -0.02
C 6.0217 -4.4264 3.9513  -0.10
C 6.3895 -5.7493 4.2346  -0.09
H 7.3654 -7.5369 3.4741  0.15
H 7.8456 -6.5183 1.2335  0.15
H 7.1817 -4.1495 0.7750  0.16
H 5.3768 -0.8113 4.6636  0.10
H 6.1475 0.3887 6.6881  0.11
H 7.0230 2.7213 6.5311  0.12
H 7.2092 3.7822 4.2777  0.12
H 6.2953 2.7130 2.3305  0.08
H 4.8033 -1.5107 -0.0041  0.10
H 4.9164 -0.9376 -2.4128  0.11
H 5.6496 1.3367 -3.1456  0.11
H 6.4750 2.9420 -1.4171  0.12
H 6.4705 2.3629 0.9074  0.07
H 5.6164 -3.7819 4.7340  0.15
H 6.1948 -6.1598 5.2287  0.15